{"formula": "C30H31F2N3O2S", "method": "the ωB97M-V functional and the def2-TZVPD basis", "species": ["C", "H", "C", "C", "H", "N", "C", "C", "C", "H", "H", "H", "H", "N", "H", "C", "C", "S", "C", "H", "C", "H", "C", "H", "H", "F", "H", "H", "C", "H", "H", "C", "C", "C", "H", "C", "H", "C", "H", "C", "F", "O", "H", "C", "H", "H", "C", "C", "C", "C", "H", "O", "H", "C", "C", "H", "C", "H", "H", "H", "C", "H", "C", "H", "C", "H", "N", "H", "C"], "coordinates": [[-6.35, 0.21, -0.37], [-5.99, -1.88, -0.66], [6.19, -2.63, 3.45], [3.52, 1.54, -1.28], [1.85, 3.91, -1.77], [-2.37, 0.96, -1.22], [-4.15, -0.71, -0.75], [2.12, -2.31, 2.28], [4.23, -1.47, 2.74], [-1.19, -0.44, -2.14], [-2.60, 2.95, -2.00], [-4.43, 3.46, 0.96], [7.23, -2.64, 3.77], [2.07, -0.93, 2.26], [-8.29, 0.29, 0.62], [3.52, -2.66, 2.71], [-7.85, 0.03, -0.36], [-0.91, -0.92, 0.08], [2.95, -0.82, -1.17], [0.96, -2.43, -0.20], [4.12, -3.87, 3.01], [5.96, -4.78, 3.74], [-3.34, -1.92, -1.06], [-2.57, 1.61, -3.20], [-8.32, 0.67, -1.13], [-1.29, 1.28, 1.65], [3.54, -4.80, 2.93], [-0.20, 3.04, -2.35], [-4.43, 1.67, -0.22], [5.89, 0.81, -1.86], [-6.45, 2.30, 0.17], [5.47, -3.86, 3.43], [-5.80, 1.46, -0.10], [0.58, -1.55, -0.74], [-2.81, -1.81, -2.01], [-3.88, 3.01, 0.13], [-3.99, 3.72, -0.70], [5.38, -0.07, -1.42], [-3.89, -2.88, -1.08], [-1.16, 0.16, -1.23], [-0.47, -0.33, 2.94], [1.24, -3.11, 1.94], [3.22, -1.89, -1.17], [3.91, 0.19, -1.32], [0.61, 0.46, 1.48], [5.61, -0.95, -2.03], [-3.62, 0.61, -0.72], [-2.15, 1.98, -2.25], [5.58, -1.44, 3.06], [1.61, -0.48, -0.97], [0.20, -1.92, -1.71], [3.60, 0.80, 2.13], [2.44, 3.74, -0.11], [2.18, 1.87, -1.11], [-5.52, -0.89, -0.57], [-2.82, 2.96, 0.43], [1.21, 0.86, -1.12], [0.76, 3.34, -0.47], [-0.30, 1.61, -3.33], [6.10, -0.49, 3.03], [-0.64, 2.05, -2.38], [-8.10, -1.02, -0.58], [3.31, -0.37, 2.35], [5.82, -0.23, -0.41], [1.78, 3.29, -0.86], [4.27, 2.33, -1.36], [-0.14, 1.17, -1.33], [-2.58, -2.08, -0.25], [-0.42, 0.24, 1.74]], "de_lowest_kj_mol": 0.0, "multiplicity": 1}


{"formula": "C45H62N4O3ReS", "method": "the ωB97M-V functional and the def2-TZVPD basis", "species": ["H", "H", "C", "H", "H", "C", "H", "C", "C", "C", "C", "O", "H", "C", "H", "H", "Re", "C", "C", "H", "C", "H", "H", "C", "H", "C", "H", "H", "H", "C", "C", "H", "H", "C", "H", "H", "C", "H", "C", "H", "C", "H", "N", "H", "C", "H", "H", "C", "C", "O", "C", "C", "H", "H", "H", "H", "N", "H", "C", "C", "H", "H", "H", "H", "H", "C", "C", "H", "H", "H", "C", "H", "C", "H", "H", "C", "H", "H", "H", "C", "C", "C", "H", "C", "H", "H", "H", "H", "H", "H", "H", "H", "N", "S", "C", "H", "C", "C", "H", "C", "C", "C", "N", "H", "H", "C", "C", "C", "H", "H", "C", "O", "H", "H", "H", "C"], "coordinates": [[1.49, 1.05, -3.77], [0.59, -1.42, -3.90], [0.66, 1.06, 5.90], [-6.80, 1.14, -2.34], [-1.88, -0.07, 5.27], [-1.56, 0.55, -1.09], [-6.23, -0.54, 3.00], [-1.28, 0.52, -3.45], [-4.72, 1.17, 4.55], [-2.60, 0.99, -3.54], [3.72, 0.91, 1.08], [1.08, 0.67, 1.88], [0.20, -2.29, -0.48], [-4.26, -0.10, 3.80], [0.80, 2.02, 5.44], [3.75, 5.06, 3.14], [1.08, 0.15, -0.20], [-4.79, 1.80, -2.59], [-2.86, 1.02, -1.17], [2.81, -4.04, -4.37], [4.05, -0.71, -0.44], [2.48, -2.54, -3.65], [-5.38, -1.48, 4.95], [-5.79, 0.69, -2.24], [-4.12, 1.40, 5.44], [-5.22, -0.35, 2.61], [-3.28, -0.06, 1.18], [1.01, -1.64, 6.45], [0.08, 2.92, 3.19], [0.10, -1.09, -4.78], [5.25, -2.42, -4.30], [2.58, -3.96, -2.59], [-2.02, 0.12, -6.12], [2.12, -0.25, 4.39], [6.97, -2.14, 0.65], [6.57, -3.50, -1.31], [0.87, 1.36, -4.63], [-3.80, -1.22, 5.69], [-4.32, -1.31, 4.74], [0.25, 2.50, -1.32], [3.06, 1.99, 1.82], [-6.00, 2.89, -3.94], [3.19, 0.26, 0.07], [1.47, 0.96, 6.62], [3.80, -1.49, -1.54], [1.47, 1.24, -5.53], [1.35, 4.87, 3.65], [-5.11, 2.26, -4.01], [-4.98, 3.03, -1.69], [0.92, 2.36, -0.66], [-2.51, 0.14, 1.94], [-0.23, 0.41, 2.45], [0.75, -1.14, -5.65], [0.54, 2.41, -4.54], [0.33, -1.86, 1.89], [4.83, -1.41, -4.40], [-0.85, 0.30, 0.13], [-3.40, 1.19, -0.29], [-0.76, 0.32, -2.20], [-0.42, 0.19, 3.81], [-3.95, -2.20, 4.23], [6.29, -4.56, -3.16], [4.89, -5.24, -3.99], [4.93, -5.12, -2.20], [1.72, 2.85, -0.89], [1.85, 4.04, 3.17], [-1.25, 0.31, 1.50], [-1.40, 1.75, -6.07], [-5.63, 0.36, -1.21], [2.15, -1.00, 3.59], [5.86, -2.71, -1.07], [-0.79, -1.75, -4.98], [4.71, -2.49, -1.87], [-4.67, 2.06, 3.90], [5.18, -2.94, -5.26], [-2.80, 0.06, 3.30], [-4.77, 2.77, -0.66], [2.78, -0.55, 5.20], [0.86, -3.38, 1.48], [4.53, -3.26, -3.22], [-1.10, 0.70, -5.98], [-1.75, 0.01, 4.20], [-5.31, 0.46, 1.90], [1.72, 1.87, 2.20], [6.31, -2.38, -4.11], [2.93, -1.31, -2.16], [2.54, 0.69, 4.03], [-4.31, 2.85, -4.51], [-0.26, 1.02, 6.49], [-5.74, 1.01, 4.89], [1.90, -2.36, -0.38], [0.35, -2.31, 5.02], [1.05, -1.97, 0.04], [5.19, 0.25, 1.65], [1.10, 2.92, 2.87], [-4.88, -1.25, 2.12], [5.21, -4.64, -3.13], [-3.43, 1.25, -2.43], [-0.64, -1.42, 6.08], [3.21, 4.14, 2.87], [0.34, -1.42, 5.65], [3.80, 3.09, 2.18], [1.05, -2.37, 1.41], [-6.02, 3.41, -1.71], [-5.70, -0.15, -2.93], [5.18, -0.93, 0.35], [6.09, -1.93, 0.06], [3.03, -3.44, -3.45], [-5.29, 1.43, -4.69], [-2.99, 1.18, -4.50], [0.67, -0.09, 4.90], [0.55, -0.08, -2.03], [4.85, 3.11, 1.88], [-4.32, 3.84, -1.99], [-0.43, 0.50, -6.84], [-0.36, 0.38, -4.68]], "de_lowest_kj_mol": 10.9, "total_charge": 2, "multiplicity": 4}


- Number 1 is which compound?
  C30H31F2N3O2S